Formula: C5H6O
Source: the Open Molecules 2025 dataset
Level of theory: ωB97M-V/def2-TZVPD

Each line ends with the Mulliken charge.
Positions of all 12 atoms, in Å:
C  1.62204  -0.04938  -0.83530  -1.09
C  0.25739  -0.38529  -0.12333  -0.21
C  -0.79141  0.70177  -0.31897  0.78
O  -0.60570  1.49839  -1.19574  -0.49
C  -1.90773  0.54277  0.63163  -0.35
C  -1.87595  -0.07917  1.69308  -0.41
H  2.32750  -0.87240  -0.68212  0.34
H  2.08162  0.88607  -0.49719  0.31
H  1.54280  0.04503  -1.93929  0.29
H  -0.23398  -0.58361  1.31492  0.21
H  -0.10914  -1.28511  -0.64857  0.24
H  -2.30742  -0.41907  2.60089  0.39

**M**: 82.1 g mol⁻¹
**Relative energy (zero: lowest compared OMol25 entry of this formula, charge and spin)**: 471.44 kJ/mol
**Highest occupied orbital energy**: -9.75 eV
**HOMO-LUMO gap**: 9.2 eV
**Calculated total energy**: -7324.3984 eV

***

Formula: C5H6O
Source: the Open Molecules 2025 dataset
Level of theory: ωB97M-V/def2-TZVPD

Each line ends with the Mulliken charge.
Positions of all 12 atoms, in Å:
C  2.07797  0.22158  0.81539  0.03
C  1.46606  -0.29437  -0.08460  -0.45
C  0.39798  -0.83164  -0.93028  -0.48
C  -0.83998  -0.57874  -0.05765  0.58
C  -1.19958  0.86858  0.22365  -1.00
O  -1.43348  -1.49718  0.45477  -0.54
H  2.59747  0.67078  1.63077  0.37
H  0.34291  -0.31517  -1.89719  0.27
H  0.49543  -1.90690  -1.10388  0.28
H  -2.26334  1.01052  0.02055  0.36
H  -0.60586  1.57857  -0.35774  0.31
H  -1.03558  1.07397  1.28621  0.27

**SMILES string**: C#CCC(C)=O
**M**: 82.1 g mol⁻¹
**Relative energy (zero: lowest compared OMol25 entry of this formula, charge and spin)**: 165.60 kJ/mol
**Highest occupied orbital energy**: -9.65 eV
**HOMO-LUMO gap**: 10.5 eV
**Calculated total energy**: -7327.5682 eV

***

Formula: C5H6O
Source: the Open Molecules 2025 dataset
Level of theory: ωB97M-V/def2-TZVPD

Each line ends with the Mulliken charge.
Positions of all 12 atoms, in Å:
C  -1.47432  0.23187  -0.04527  -0.98
C  -0.29986  -0.45937  1.18918  -0.63
C  0.20323  0.69807  0.53482  0.32
C  1.28222  0.33881  -0.37252  -0.57
C  1.33787  -1.00220  -0.28223  -0.25
O  0.41602  -1.50243  0.57126  -0.19
H  -2.24680  0.65835  0.58946  0.28
H  -1.75003  -0.76829  -0.37503  0.33
H  -1.33762  0.84477  -0.94356  0.41
H  -0.00657  1.70426  0.88156  0.47
H  1.89218  0.98520  -0.98757  0.39
H  1.98368  -1.72903  -0.76010  0.43

**M**: 82.1 g mol⁻¹
**Relative energy (zero: lowest compared OMol25 entry of this formula, charge and spin)**: 361.24 kJ/mol
**Highest occupied orbital energy**: -8.57 eV
**HOMO-LUMO gap**: 9.5 eV
**Calculated total energy**: -7325.5405 eV

***

Formula: C5H6O
Source: the Open Molecules 2025 dataset
Level of theory: ωB97M-V/def2-TZVPD

Each line ends with the Mulliken charge.
Positions of all 12 atoms, in Å:
C  -1.40542  0.98511  2.05948  0.41
C  -0.62938  0.64755  1.20385  -1.07
C  0.31200  0.24989  0.16349  0.31
C  -0.30146  0.24376  -1.19732  -0.27
O  -0.43658  -1.05308  -1.23061  -0.20
C  0.31027  -1.27132  -0.07393  -0.57
H  -2.10584  1.27950  2.80891  0.42
H  1.27548  0.75610  0.25661  0.35
H  -0.47003  0.88554  -2.05109  0.34
H  1.90441  -0.20496  -1.81179  -0.02
H  1.96572  -0.80727  -1.34703  0.04
H  -0.13043  -2.00009  0.60371  0.27

**M**: 82.1 g mol⁻¹
**Relative energy (zero: lowest compared OMol25 entry of this formula, charge and spin)**: 665.44 kJ/mol
**Highest occupied orbital energy (alpha / beta)**: -8.12 / -7.79 eV
**HOMO-LUMO gap (alpha / beta)**: 8.6 / 7.9 eV
**Calculated total energy**: -7322.3878 eV

***

Formula: C5H6O
Source: the Open Molecules 2025 dataset
Level of theory: ωB97M-V/def2-TZVPD

Each line ends with the Mulliken charge.
Positions of all 12 atoms, in Å:
C  -1.62888  -0.37738  1.75726  0.05
C  -1.16695  -0.87860  0.76576  -0.55
C  -0.56068  -0.93151  -0.56422  -0.36
C  0.05328  0.48111  -0.62379  0.51
C  1.52119  0.63487  -0.29425  -0.98
O  -0.64863  1.43925  -0.84105  -0.52
H  -2.04948  0.27017  2.48594  0.38
H  0.17304  -1.73172  -0.69622  0.31
H  -1.34323  -1.01601  -1.32415  0.25
H  2.00695  1.10943  -1.15171  0.31
H  2.01545  -0.31295  -0.07093  0.30
H  1.62793  1.31334  0.55736  0.28

**SMILES string**: C#CCC(C)=O
**M**: 82.1 g mol⁻¹
**Relative energy (zero: lowest compared OMol25 entry of this formula, charge and spin)**: 191.17 kJ/mol
**Highest occupied orbital energy**: -9.61 eV
**HOMO-LUMO gap**: 10.5 eV
**Calculated total energy**: -7327.3032 eV

***

Formula: C5H6O
Source: the Open Molecules 2025 dataset
Level of theory: ωB97M-V/def2-TZVPD

Each line ends with the Mulliken charge.
Positions of all 12 atoms, in Å:
C  -1.95324  0.31030  0.00520  -1.09
C  -0.93924  -0.82800  -0.13390  -0.55
C  0.43902  -0.37617  0.03248  0.39
C  1.55275  0.06086  0.19840  0.26
C  2.88452  0.55198  0.48650  -0.37
O  3.10391  1.57355  1.09767  -0.43
H  -2.00407  0.66591  1.03808  0.30
H  -1.68530  1.15927  -0.63306  0.32
H  -2.94350  -0.05317  -0.28531  0.33
H  -1.05034  -1.31084  -1.11020  0.30
H  -1.12831  -1.60065  0.62159  0.26
H  3.70965  -0.08887  0.12515  0.27

**SMILES string**: CCC#CC=O
**M**: 82.1 g mol⁻¹
**Relative energy (zero: lowest compared OMol25 entry of this formula, charge and spin)**: 170.87 kJ/mol
**Highest occupied orbital energy**: -10.33 eV
**HOMO-LUMO gap**: 10.7 eV
**Calculated total energy**: -7327.5136 eV